Computed, not measured: 7 unconnected molecules or ions with the total composition C24H67N5O9 in a non-equilibrium geometry, with ωB97M-V/def2-TZVPD.

Structure (XYZ):
```
105
Properties=species:S:1:pos:R:3:mulliken_charge:R:1
C 1.682 -4.753 0.131 -1.928
H -0.046 3.597 -4.387 0.466
N 0.667 -3.600 2.103 -1.021
O 2.480 3.654 -3.836 -0.474
C 0.405 -0.407 3.352 -0.407
N 1.450 -0.964 2.662 -0.039
H -3.936 0.806 3.067 0.341
H -1.159 -1.284 2.114 -0.409
H -3.531 -3.154 1.882 0.178
H -3.146 -0.786 -2.757 0.570
H -7.095 -3.412 -0.062 0.307
C 0.970 0.909 3.963 -1.519
N 0.521 5.193 1.237 -0.859
H 2.609 -4.362 0.464 0.489
H 1.690 3.490 -1.976 0.358
H -4.926 -1.463 0.686 0.005
H -6.296 -0.826 -0.001 0.500
H -1.492 -2.376 -1.557 0.431
C -2.994 -3.848 1.222 -0.931
C 4.887 0.480 -0.797 -1.798
C -5.380 -1.316 -0.269 -0.235
H -3.128 0.416 1.436 -0.042
O -6.158 -3.519 -0.230 -0.565
C 2.221 3.975 2.481 -1.747
H -0.366 2.789 2.023 1.016
C 3.647 4.366 -3.350 -0.673
H 0.371 1.887 -1.199 -1.184
H 0.545 -4.492 2.584 0.394
O -0.553 3.271 -0.011 -0.712
C 0.229 2.911 1.144 0.429
C 0.818 2.014 -3.153 0.489
H -3.442 -4.049 0.253 0.305
N 3.622 0.754 1.239 -0.616
N 0.478 1.238 -2.008 1.708
H -0.547 -1.061 -0.984 -1.402
H -3.071 -4.781 1.739 0.498
C -5.603 -2.548 -1.117 -0.339
H 1.223 0.534 -1.795 -0.363
H 1.559 -5.693 0.660 0.451
H 1.717 -4.866 -0.946 0.301
C 0.623 -3.824 0.653 2.997
H -0.680 0.252 -3.011 -0.075
H 5.214 -0.573 -0.888 0.301
O -4.663 -0.510 -0.885 -0.662
O -2.312 -1.186 -0.304 0.911
O 2.484 -0.793 -1.827 -0.469
H 1.937 -1.907 -3.367 0.380
C -1.575 -1.318 -1.257 1.551
H 2.912 3.129 2.380 0.228
H -2.315 2.357 0.756 0.712
H -3.745 -0.799 -0.869 0.071
H 2.801 0.433 1.700 -0.488
H 2.888 2.156 -2.549 0.085
O -1.631 -3.425 1.044 -0.234
H 0.823 -2.781 0.327 -1.613
H 1.659 1.355 3.251 0.113
H 0.169 -1.062 4.123 0.860
H -0.976 -4.267 -0.673 0.202
C -0.810 -0.243 2.414 2.025
C -0.799 -4.308 0.461 -0.973
H -0.504 0.274 1.431 -0.979
H -0.969 -5.295 0.895 0.620
H -4.624 -2.945 -1.455 0.122
C 3.484 0.573 -0.165 2.028
H -0.300 -3.344 2.343 0.053
H 1.089 -2.298 -1.832 -0.021
C -3.125 0.301 2.523 -0.432
H 1.578 0.566 4.815 0.506
H 2.906 1.460 -0.446 -0.716
C 2.039 -2.009 -2.302 -0.592
H 3.436 5.157 -2.613 0.270
H -2.215 2.629 -0.986 0.420
H 0.754 1.957 1.047 -0.407
C 2.641 -0.668 -0.433 0.071
C -0.352 2.904 -3.597 -1.909
O -1.822 0.617 3.027 -0.495
H 2.787 -2.753 -2.065 0.378
H -1.113 2.352 -4.084 0.456
H 2.724 4.855 2.655 0.503
C -2.191 -0.466 -2.346 -1.237
H -0.250 4.808 0.635 0.507
O -1.257 -0.411 -3.356 -0.775
H 4.820 0.811 -1.758 0.460
H -1.972 -1.881 0.295 -0.242
H 1.988 3.863 0.350 0.022
H 4.147 4.871 -4.189 0.325
H 1.226 -1.948 2.434 -0.297
H 0.209 1.540 4.312 0.394
H 5.706 1.010 -0.241 0.377
H 4.080 -0.052 1.661 0.402
H -6.271 -2.312 -1.948 0.349
H -3.412 -0.793 2.556 0.208
H 4.407 3.690 -2.895 0.225
H 0.266 5.172 2.264 0.416
H 1.658 -0.761 0.031 -0.561
C 2.024 2.842 -2.761 -0.045
H -0.850 3.451 -2.813 0.177
H 1.553 3.822 3.254 0.453
H -1.217 1.309 -0.135 -0.169
C -1.642 2.361 -0.081 -0.802
C 1.337 4.054 1.226 0.157
H 3.240 -1.524 -0.088 0.702
H 2.192 -1.047 3.291 0.356
H 1.186 1.314 -3.956 0.492
H -2.318 0.532 -1.980 0.335
```

Computed properties:
relative energy (zero: lowest compared OMol25 entry of this formula, charge and spin): 552.8 kJ/mol
spin multiplicity: 1
LUMO: 0.3 eV
max |F|: 0.249 Eh/bohr
charge: 0
gap between HOMO and LUMO: 8.951 eV